(1)
{"formula": "C3H11NO2", "method": "the ωB97M-V functional and the def2-TZVPD basis", "spin_multiplicity": 1, "smiles": "C=C(C)N.O.O", "relative_energy_kj_mol": 142.6, "symbols": ["C", "C", "C", "N", "H", "H", "H", "H", "H", "H", "H", "H", "H", "O", "H", "H", "O"], "positions_angstrom": [[-1.268528, 0.866006, 1.082005], [-0.890721, 0.607702, -0.393878], [-0.450108, 1.734495, -0.964274], [-0.753350, -0.646420, -0.909312], [-1.886661, 1.819323, 1.176529], [-1.901341, 0.006720, 1.355385], [-0.434364, 0.903998, 1.820321], [0.483740, 1.829301, -1.629174], [-0.990540, 2.651129, -0.662875], [-0.719516, -1.580209, -0.511668], [-0.747258, -0.637263, -1.933323], [1.232726, -3.466459, 0.534157], [1.221155, -1.951232, 0.838452], [0.656596, -2.627774, 0.492207], [2.704598, 0.172003, -0.652573], [1.520847, 0.487246, 0.255098], [2.222726, -0.168566, 0.102924]], "forces_ev_per_angstrom": [[-2.0, -0.9, -0.2], [0.9, 0.4, 2.3], [1.4, 1.6, -1.7], [-0.3, 0.1, -1.7], [0.9, -1.3, -0.2], [-0.1, 0.4, 0.5], [-0.3, 0.0, -0.9], [-2.1, -0.4, 0.3], [1.1, -0.4, 0.0], [0.1, 0.8, 0.6], [0.2, -0.1, 0.8], [-1.5, 2.0, -0.1], [0.7, 0.9, 0.1], [0.8, -3.1, 0.0], [0.1, 0.0, -0.1], [0.2, -0.2, -0.2], [-0.2, 0.3, 0.4]], "mulliken_charge": [-1.0418, 0.2682, -0.7959, -0.2560, 0.3681, 0.3453, 0.2355, 0.2317, 0.2539, 0.2083, 0.2149, 0.3108, 0.3114, -0.6507, 0.3030, 0.3269, -0.6335]}

***

(2)
{"formula": "ArH24O12", "method": "the ωB97M-V functional and the def2-TZVPD basis", "spin_multiplicity": 1, "relative_energy_kj_mol": 98.6, "symbols": ["Ar", "O", "H", "H", "O", "H", "H", "O", "H", "H", "O", "H", "H", "O", "H", "H", "O", "H", "H", "O", "H", "H", "O", "H", "H", "O", "H", "H", "O", "H", "H", "O", "H", "H", "O", "H", "H"], "positions_angstrom": [[1.993189, 5.430206, -10.817675], [-0.462595, 7.095878, -8.254027], [-0.832102, 6.790853, -9.082678], [0.053304, 6.355664, -7.934377], [3.950778, 4.074046, -8.296194], [3.597624, 3.185469, -8.252085], [4.126274, 4.308073, -7.384781], [4.538273, 5.464265, -13.772142], [4.791693, 4.708488, -13.242215], [4.702488, 6.219354, -13.207255], [1.070405, 9.087882, -9.147125], [0.488301, 8.352395, -8.956181], [0.535203, 9.689400, -9.664772], [0.969563, 4.819738, -7.597087], [1.881853, 4.663822, -7.841331], [0.912935, 4.533613, -6.685414], [3.704805, 7.676164, -9.198558], [2.831051, 8.042570, -9.062361], [3.846515, 7.106224, -8.442709], [2.102618, 1.695508, -10.035056], [2.679795, 1.163665, -9.487099], [2.496152, 1.656419, -10.906740], [-2.040822, 6.275465, -10.566220], [-1.788966, 5.407877, -10.882594], [-2.926535, 6.157891, -10.222809], [-1.238009, 3.400655, -11.245216], [-0.578284, 3.406001, -11.938731], [-1.750068, 2.608322, -11.407195], [5.578036, 3.402583, -12.175368], [5.534758, 4.076866, -11.497361], [6.419852, 3.549546, -12.606608], [5.786782, 5.059830, -10.200098], [5.359631, 4.675463, -9.434559], [5.302645, 5.869141, -10.363960], [-0.724571, 2.593895, -8.529757], [-0.198885, 3.341757, -8.245865], [-1.186897, 2.906858, -9.307283]], "forces_ev_per_angstrom": [[-0.1, -0.1, -0.1], [-0.1, 0.5, 0.2], [-0.6, -0.3, -0.6], [0.3, -0.4, 0.2], [-0.2, 0.4, 0.2], [-0.1, -0.5, -0.3], [0.3, 0.1, 0.4], [-0.3, 0.5, -0.5], [0.1, -0.7, 0.3], [0.0, 0.3, 0.0], [0.8, 0.6, -0.3], [-0.6, -0.7, 0.6], [0.1, 0.2, -0.1], [-0.2, -0.1, 0.2], [0.5, 0.0, -0.5], [-0.2, 0.0, 0.4], [0.6, -0.4, -0.1], [-0.7, 0.6, -0.2], [0.1, -0.1, 0.2], [-0.1, 0.3, 0.2], [0.1, -0.3, 0.1], [0.2, 0.1, -0.3], [0.2, 0.4, 0.1], [0.1, -0.6, -0.2], [-0.2, 0.0, 0.1], [-0.3, 0.3, 0.0], [0.4, 0.0, -0.1], [-0.2, -0.2, -0.1], [-0.3, -0.9, -1.1], [0.2, 0.4, 1.0], [0.3, -0.1, -0.1], [0.4, 0.4, -0.1], [-0.4, -0.3, 0.3], [-0.2, 0.5, 0.1], [-0.3, -0.5, 0.5], [0.2, 0.3, -0.1], [0.2, 0.1, -0.2]], "mulliken_charge": [-0.0007, -0.7392, 0.3956, 0.3669, -0.6391, 0.2653, 0.3076, -0.6655, 0.4034, 0.2844, -0.6832, 0.4388, 0.3023, -0.6699, 0.2926, 0.3056, -0.5636, 0.2987, 0.2876, -0.5662, 0.2704, 0.3130, -0.6908, 0.3368, 0.3151, -0.6185, 0.2763, 0.3015, -0.7522, 0.4404, 0.3365, -0.7034, 0.3441, 0.3231, -0.6319, 0.3633, 0.3547]}

***

(3)
{"formula": "C5H12NO", "method": "the ωB97M-V functional and the def2-TZVPD basis", "spin_multiplicity": 1, "relative_energy_kj_mol": 175.7, "total_charge": 1, "symbols": ["C", "O", "C", "C", "C", "C", "N", "H", "H", "H", "H", "H", "H", "H", "H", "H", "H", "H", "H"], "positions_angstrom": [[-1.397055, 0.658979, 1.233789], [-1.735629, -0.385497, 0.174745], [-0.231424, 1.544432, 0.802470], [1.156324, 0.881099, 0.835608], [1.295949, -0.417105, 0.056099], [0.925437, -0.466106, -1.229026], [0.461033, -1.630509, -1.900847], [-1.059941, 0.130464, 2.120284], [-2.320334, 1.232447, 1.245159], [-2.232787, -1.096624, 0.616376], [-0.220874, 2.498071, 1.299744], [-0.473950, 1.878675, -0.214542], [1.485156, 0.714694, 1.859938], [1.877469, 1.608849, 0.445383], [1.402624, -1.339004, 0.616633], [0.794535, 0.419981, -1.836935], [0.638260, -1.571234, -2.900885], [0.880937, -2.511539, -1.622715], [-0.879127, -0.691533, -0.252811]], "forces_ev_per_angstrom": [[0.8, 1.1, 0.0], [0.6, 0.3, 0.3], [-0.2, -0.8, -1.7], [0.9, 0.3, -0.1], [-1.4, 0.4, 0.1], [-0.4, -1.1, -0.2], [1.0, 0.3, -0.5], [-0.8, -0.2, 0.2], [0.0, -0.2, 0.7], [0.1, -0.2, -0.4], [-0.2, 0.1, 0.9], [0.2, -0.2, -0.2], [-0.2, 0.0, 0.2], [-0.1, 0.0, 0.0], [0.2, -0.1, 0.0], [0.0, 0.2, 0.1], [-0.3, 0.1, 0.1], [0.0, 0.1, 0.5], [-0.1, -0.2, 0.0]], "mulliken_charge": [-0.3905, -0.3313, -0.7641, -0.4017, -0.4930, -0.3807, -0.4184, 0.3554, 0.3644, 0.4427, 0.4142, 0.3217, 0.3597, 0.3170, 0.2939, 0.3099, 0.2619, 0.2404, 0.4986]}

***

Number 1: DFT total energy -326.07715 Eh, HOMO energy -7.62 eV, Kohn-Sham gap 8.359 eV. Number 2: DFT total energy -1444.79327 Eh, HOMO energy -10.75 eV, Kohn-Sham gap 10.291 eV. Number 3: DFT total energy -327.39265 Eh, HOMO energy -12.79 eV, Kohn-Sham gap 9.267 eV.